Here is a gas-phase ion, C3H8NO (charge +1) from the Open Molecules 2025 dataset. Energies are from ωB97M-V with the def2-TZVPD basis set.

Geometry (Å):
C1 0.65248 0.38006 2.04355
C2 -0.32590 0.00451 1.25390
N1 0.00154 -0.65659 0.01261
C3 -0.08229 0.37033 -1.44812
O1 0.01322 -0.41961 -2.43451
H1 0.29717 0.87655 3.01111
H2 1.59956 0.21793 1.72157
H3 -1.35505 0.12696 1.40823
H4 0.82922 -1.12873 0.17305
H5 -0.73684 -1.36781 -0.25827
H6 -0.89973 1.17073 -1.27765
H7 0.85904 1.10452 -1.44648
H8 -0.85243 -0.67885 -2.75898

Summary:
SMILES: C=C[NH2+]CO
Energy relative to the best compared isomer or geometry (same formula, charge and spin), kcal/mol: 47.95
Frontier orbital gap, eV: 11.477
Charge: +1
Calculated total energy, Ha: -248.75948

Here is a gas-phase ion, C3H8NO (charge +1) from the Open Molecules 2025 dataset. Energies are from ωB97M-V with the def2-TZVPD basis set.

Geometry (Å):
C1 0.69248 0.23543 -1.62520
N1 -0.26487 -0.15931 -0.53147
C2 0.29232 -0.12404 0.86049
C3 -0.96331 -0.01020 1.78146
O1 -2.03409 0.09347 1.26261
H1 1.07458 1.22418 -1.35294
H2 1.61054 -0.38192 -1.54501
H3 0.11047 0.12058 -2.54610
H4 -1.16864 0.31409 -0.58071
H5 -0.37759 -1.17228 -0.65978
H6 0.79894 -1.02850 1.14605
H7 1.00144 0.68523 0.88061
H8 -0.77226 0.20327 2.90999

Summary:
SMILES: C[NH2+]CC=O
Energy relative to the best compared isomer or geometry (same formula, charge and spin), kcal/mol: 14.39
Frontier orbital gap, eV: 11.587
Charge: +1
Calculated total energy, Ha: -248.81296

Here is 2 unconnected molecules or ions with the total composition C3H8NO from the Open Molecules 2025 dataset. Energies are from ωB97M-V with the def2-TZVPD basis set.

Geometry (Å):
C1 1.76315 -0.37746 0.99497
N1 1.18127 0.22130 1.94993
H1 2.38335 -1.25513 1.11313
H2 1.61082 0.02353 0.00022
H3 0.43669 0.89916 1.81147
H4 1.09867 -0.26718 2.84300
C2 -1.60262 0.83005 -1.53924
C3 -0.96555 -0.32519 -1.53696
O1 -0.58067 -0.88661 -0.31027
H5 -1.89562 1.33036 -2.45007
H6 -1.57533 1.43048 -0.63635
H7 -0.44530 -0.66749 -2.41904
H8 -1.40886 -0.95581 0.17919

Summary:
Energy relative to the best compared isomer or geometry (same formula, charge and spin), kcal/mol: 43.37
Frontier orbital gap, eV: 7.653
Charge: +1
Calculated total energy, Ha: -248.76678